Entry 1:
{
  "formula": "C14H34O16S3",
  "method": "ωB97M-V/def2-TZVPD",
  "e_homo_ev": -9.94,
  "smiles": "O=S1(=O)CCCC1.O=S1(=O)OCCO1.O=S1(=O)OCCO1.OCCO.OCCO.OCCO",
  "e_tot_ev": -80327.3877,
  "species": ["C", "C", "C", "S", "O", "O", "C", "H", "H", "H", "H", "H", "H", "H", "H", "C", "C", "O", "S", "O", "O", "O", "H", "H", "H", "H", "C", "C", "O", "S", "O", "O", "O", "H", "H", "H", "H", "C", "C", "O", "O", "H", "H", "H", "H", "H", "H", "C", "C", "O", "O", "H", "H", "H", "H", "H", "H", "C", "C", "O", "O", "H", "H", "H", "H", "H", "H"],
  "xyz": [[-0.93133, 0.54095, -0.09213], [-0.48598, -0.43468, 1.09303], [0.94302, -0.87706, 0.86111], [1.72896, 0.05944, -0.49691], [1.59379, -0.77216, -1.71912], [2.98111, 0.60442, 0.03305], [0.34899, 1.27520, -0.48975], [-1.74964, 1.13341, 0.31708], [-1.45725, 0.16567, -0.97001], [-1.14058, -1.30568, 1.06196], [-0.69676, 0.01165, 2.06486], [1.01607, -1.93671, 0.61638], [1.40692, -0.67035, 1.82556], [0.27234, 1.99863, -1.30146], [0.56588, 1.92910, 0.35492], [-2.37687, 2.47195, 5.53138], [-2.67111, 1.26825, 4.64831], [-2.08749, 1.58925, 3.45752], [-0.70880, 2.40220, 3.62022], [-0.73383, 3.24287, 2.38532], [0.36932, 1.48639, 3.84824], [-1.18171, 3.06751, 5.07602], [-2.06359, 2.18467, 6.53509], [-3.22220, 3.11459, 5.77739], [-3.73998, 1.07159, 4.56497], [-2.07536, 0.38716, 4.88677], [-0.65246, -4.28927, -1.99369], [-1.10105, -2.88736, -2.57384], [-2.50983, -3.11520, -2.63731], [-2.83407, -4.65647, -3.27266], [-2.48453, -4.81563, -4.71825], [-4.18228, -5.19400, -2.90219], [-1.61602, -5.26006, -2.35863], [-0.85266, -4.25104, -0.92291], [0.38634, -4.53114, -2.21839], [-0.75730, -2.97582, -3.60443], [-0.78888, -2.03160, -1.97524], [3.45829, -4.99848, -3.01217], [3.32882, -3.45685, -2.81116], [2.15133, -2.85727, -3.39403], [2.58068, -5.81933, -2.28757], [4.46610, -5.34097, -2.77739], [3.19509, -5.23232, -4.04374], [4.19883, -2.93252, -3.20644], [3.26518, -3.28610, -1.73650], [1.83862, -2.12936, -2.85185], [2.74741, -6.72199, -2.56867], [-5.19644, 3.09335, 1.08906], [-3.94574, 2.15372, 0.90165], [-4.27090, 0.88774, 1.22226], [-5.09160, 3.71249, 2.31055], [-6.13743, 2.59484, 0.85641], [-5.19703, 3.80865, 0.26659], [-3.07309, 2.50211, 1.45410], [-3.59670, 2.23321, -0.12789], [-4.63070, 0.98853, 2.10656], [-5.84630, 4.29306, 2.43287], [5.04508, 3.25860, -0.26531], [4.51886, 4.41204, -1.11913], [5.61186, 5.10010, -1.71073], [4.97394, 2.11902, -1.07954], [4.26830, 3.12167, 0.48700], [5.98746, 3.56962, 0.18557], [4.02120, 5.10484, -0.44056], [3.74568, 3.97715, -1.75249], [6.21691, 4.41873, -2.01281], [4.85538, 1.42522, -0.42671]],
  "forces_ev_per_a": [[0.1, -0.4, 0.6], [-1.7, -0.3, -2.2], [0.2, -0.1, 0.9], [-1.5, -0.4, 0.8], [0.7, 1.5, 1.7], [-1.3, -0.7, -1.3], [-0.2, 1.2, 0.8], [0.7, 0.8, 0.1], [0.5, -1.1, 0.0], [-0.1, -0.1, 0.0], [0.5, 0.2, -0.3], [0.1, 0.1, -0.1], [0.9, -0.1, -0.5], [0.2, -0.7, -0.6], [0.5, -0.1, 0.3], [0.0, -1.0, 2.6], [0.4, -0.8, 1.5], [0.6, 1.2, -2.9], [-1.9, 0.9, -2.6], [0.7, -1.6, 4.0], [-0.4, 1.0, 0.2], [1.2, 0.6, -2.7], [-0.3, -0.7, 0.1], [0.1, 0.7, -1.2], [0.2, 0.0, -0.3], [-0.7, -0.4, 1.3], [-0.1, 1.8, 1.8], [0.3, -3.8, -1.0], [-2.3, -0.5, -1.0], [-0.5, -0.9, -1.4], [-0.6, 1.1, 4.0], [4.3, 2.1, -0.2], [-1.4, -0.8, -1.9], [0.8, 0.2, 0.3], [-0.3, -0.4, -0.3], [0.4, 1.2, -0.1], [-0.4, -0.1, -0.3], [-0.1, 0.7, -1.4], [-1.1, -0.4, 0.7], [0.4, -1.5, -0.5], [-0.9, 0.3, 1.3], [0.4, 0.5, -0.2], [0.7, 0.4, -0.5], [0.2, -0.3, 0.0], [0.3, 0.1, 0.2], [0.4, 0.1, 0.3], [-0.1, 0.0, 0.0], [1.6, -0.2, -2.5], [-0.6, 3.1, -1.1], [-0.3, -2.5, 0.8], [-0.3, 0.4, 1.6], [-0.1, -0.8, 0.7], [0.4, 0.6, -0.1], [-0.2, 0.5, 0.5], [-0.4, -0.4, -0.3], [-0.2, -0.7, 0.2], [0.0, 0.1, 0.1], [-2.3, 1.2, -0.5], [0.7, 0.0, 1.6], [-0.6, 0.0, -0.5], [1.3, -0.6, 0.3], [0.2, 0.1, 0.7], [0.3, -0.5, -0.1], [0.1, 0.4, -0.2], [0.3, 0.2, -0.7], [0.1, 0.0, -0.3], [-0.1, -0.7, -0.6]]
}

---

Entry 2:
{
  "formula": "C14H34O6P",
  "method": "ωB97M-V/def2-TZVPD",
  "e_homo_ev": -11.47,
  "relative_energy_ev": 3.812,
  "e_tot_ev": -36629.7506,
  "total_charge": 1,
  "species": ["O", "C", "C", "P", "C", "O", "C", "O", "C", "C", "O", "H", "H", "H", "H", "H", "H", "H", "H", "H", "H", "H", "H", "H", "H", "C", "C", "O", "C", "C", "H", "H", "H", "H", "H", "H", "H", "H", "H", "H", "C", "C", "O", "C", "C", "H", "H", "H", "H", "H", "H", "H", "H", "H", "H"],
  "xyz": [[5.76351, -4.01005, -1.88326], [5.22740, -2.79158, -2.03078], [5.09536, -1.85142, -0.65691], [6.13641, -0.25269, -1.04317], [4.97779, 0.83539, -2.16896], [3.74573, 1.07814, -1.40370], [2.53180, 0.81970, -2.19319], [1.95160, -0.44273, -1.70760], [0.63584, -0.25014, -1.07803], [0.09287, -1.78432, -0.69242], [0.27990, -2.57036, -1.95728], [4.88229, -2.36939, -3.06623], [5.54553, -2.40677, 0.29654], [3.96415, -1.57084, -0.48461], [6.45473, 0.45630, 0.20129], [7.31249, -0.63893, -1.78367], [4.84185, 0.21593, -3.15226], [5.51855, 1.86811, -2.35599], [2.72535, 0.69771, -3.34982], [1.78019, 1.70447, -2.01497], [0.63825, 0.43453, -0.12494], [-0.10939, 0.27301, -1.84773], [-1.03127, -1.80042, -0.36281], [0.84571, -2.17476, 0.12521], [-0.09749, -1.94152, -2.65783], [-4.13009, 2.93794, 0.19083], [-2.76667, 2.27543, 0.30666], [-2.10946, 2.10603, -0.94700], [-1.83503, 3.29462, -1.68508], [-0.94061, 4.27354, -0.94356], [-4.78268, 2.35776, -0.47299], [-4.60393, 3.01094, 1.17539], [-4.05974, 3.94651, -0.22090], [-2.89812, 1.27451, 0.72964], [-2.12102, 2.82072, 1.00130], [-2.77125, 3.77058, -1.99476], [-1.32897, 2.98237, -2.60629], [-1.39903, 4.62579, -0.01669], [-0.73227, 5.14724, -1.56863], [0.00982, 3.79792, -0.67831], [-4.18819, -1.53122, 1.76595], [-3.39735, -2.78935, 2.08678], [-2.00641, -2.54989, 2.28732], [-1.66192, -1.66556, 3.35134], [-2.14108, -2.14179, 4.71213], [-3.78295, -1.04168, 0.87193], [-5.24028, -1.77686, 1.58710], [-4.14905, -0.80602, 2.58094], [-3.47806, -3.47933, 1.24095], [-3.81955, -3.31090, 2.95077], [-2.02577, -0.65575, 3.13490], [-0.56738, -1.60211, 3.36496], [-3.22983, -2.21712, 4.75956], [-1.81789, -1.44747, 5.49376], [-1.73444, -3.13418, 4.93510]],
  "forces_ev_per_a": [[-3.5, 7.9, -1.2], [2.8, -5.7, 2.1], [0.2, -0.7, -0.5], [-2.2, -0.6, 0.2], [0.2, 0.8, 0.3], [1.0, -0.7, -2.6], [-1.5, -0.7, 0.1], [-0.1, 2.5, 0.0], [-1.9, -0.4, 0.4], [1.1, 1.2, -1.0], [-1.2, 2.3, 0.7], [0.5, -0.8, 1.8], [-0.9, 1.1, -2.3], [2.2, -0.2, -0.4], [-0.1, -0.7, -1.3], [-0.6, 0.4, 0.7], [0.1, 1.3, 1.8], [-1.0, -2.2, 0.2], [0.0, 0.3, 2.3], [1.6, -1.7, -0.2], [0.4, -1.3, -1.7], [1.5, -1.2, 1.5], [2.3, 0.2, -0.4], [-1.8, 0.4, -1.7], [0.8, -1.6, 1.3], [-0.1, 0.0, -0.1], [-0.2, 0.1, 0.0], [0.2, -0.2, -0.1], [0.0, 0.0, 0.1], [0.0, 0.0, 0.1], [0.1, 0.1, 0.2], [0.1, 0.0, -0.1], [0.0, 0.0, 0.1], [0.2, 0.0, -0.2], [0.0, 0.1, 0.0], [0.0, 0.0, 0.1], [-0.1, -0.2, 0.2], [0.0, 0.0, -0.1], [0.0, -0.1, 0.1], [-0.1, 0.0, 0.0], [0.0, 0.1, 0.0], [0.0, 0.1, 0.0], [0.2, 0.0, -0.1], [-0.1, -0.1, 0.0], [-0.1, -0.1, 0.1], [-0.1, -0.1, 0.1], [0.2, 0.0, 0.0], [-0.1, 0.0, 0.0], [0.3, 0.1, 0.1], [0.0, 0.1, 0.0], [-0.1, 0.0, 0.1], [-0.2, -0.1, -0.2], [0.1, 0.1, 0.0], [0.0, -0.1, -0.1], [0.0, 0.2, 0.0]]
}

---

Entry 3:
{
  "formula": "C14H35AlBr2Cl5FLiNO8SSi",
  "method": "ωB97M-V/def2-TZVPD",
  "e_homo_ev": -5.66,
  "relative_energy_ev": 0.000,
  "e_tot_ev": -263874.6598,
  "species": ["C", "C", "O", "C", "C", "C", "C", "C", "Si", "Cl", "C", "C", "O", "H", "H", "H", "H", "H", "H", "H", "H", "H", "H", "H", "H", "H", "H", "H", "H", "H", "H", "H", "H", "H", "C", "Cl", "Cl", "H", "H", "O", "H", "H", "C", "C", "O", "N", "C", "H", "H", "H", "H", "H", "H", "H", "H", "Br", "F", "C", "Cl", "Cl", "H", "H", "Li", "O", "S", "O", "O", "O", "Al", "Br"],
  "xyz": [[-4.28203, -0.15728, -1.54950], [-3.38546, -0.87376, -2.55150], [-3.85689, -2.22454, -2.82841], [-2.96391, -3.24549, -2.35835], [-3.29085, -3.68986, -0.91108], [-2.03417, -3.66190, -0.00506], [-2.33884, -2.89793, 1.30740], [-2.03289, -1.39377, 1.05303], [-0.84905, -0.64554, 2.27710], [-0.97995, 1.39350, 1.88593], [0.92228, -1.16441, 1.86607], [1.50966, -2.28535, 2.73370], [0.71402, -2.99088, 3.49879], [-3.73026, 0.71848, -1.20676], [-4.53082, -0.78625, -0.69499], [-5.22432, 0.14433, -2.01919], [-2.35440, -0.85811, -2.19786], [-3.40253, -0.27805, -3.46720], [-1.92448, -2.93073, -2.43642], [-3.09763, -4.13087, -2.99727], [-3.70930, -4.69895, -0.91320], [-4.03563, -3.02533, -0.47530], [-1.19422, -3.20014, -0.52275], [-1.73209, -4.67978, 0.26169], [-3.37977, -2.99892, 1.61928], [-1.72670, -3.35063, 2.09453], [-2.96443, -0.82807, 1.08472], [-1.55549, -1.26182, 0.08097], [-1.22084, -0.85979, 3.67815], [0.99526, -1.43161, 0.81110], [1.56954, -0.29015, 1.99416], [2.36956, -1.92286, 3.32269], [2.07957, -3.19275, 1.94231], [0.62077, -2.54989, 4.54697], [0.48532, 4.38437, 3.22098], [-0.61124, 5.76143, 3.01116], [2.06639, 4.67822, 2.44202], [0.62654, 4.17990, 4.29488], [0.09068, 3.53678, 2.67044], [-2.22989, -5.06811, 4.48067], [-2.51264, -5.15467, 3.56541], [-1.35847, -4.65447, 4.42445], [2.80880, 2.38124, 0.00992], [3.56295, 2.16658, -1.21025], [3.65834, 1.20944, -1.90623], [4.33000, 3.37067, -1.74005], [5.55352, 3.75562, -0.97126], [1.98788, 1.62989, 0.01997], [3.45373, 2.28638, 0.89324], [2.35888, 3.37715, 0.00458], [3.61869, 4.15158, -1.74921], [4.57509, 3.08727, -2.69538], [5.28659, 3.86707, 0.07660], [5.92574, 4.70195, -1.36296], [6.29788, 2.97692, -1.10767], [1.99095, -3.97822, 0.40850], [0.65926, 3.21069, 5.88832], [2.08384, 3.18008, -4.62325], [3.55741, 3.69323, -5.44432], [1.64051, 4.35205, -3.33505], [1.26223, 3.13002, -5.32817], [2.24649, 2.21428, -4.14882], [-5.30292, -2.96809, -4.07807], [0.21187, -0.68094, -1.05847], [-0.10956, 0.64269, -1.64594], [0.33757, 0.69888, -3.06161], [0.61208, 1.71028, -0.88994], [-1.56582, 0.88556, -1.56716], [3.44649, 5.99505, -2.57868], [-0.21569, -2.71018, 6.09820]],
  "forces_ev_per_a": [[-0.1, -0.3, -0.2], [-0.4, 0.9, 0.5], [-0.5, -0.6, -1.2], [-0.6, -0.8, 0.6], [0.9, 0.2, -0.2], [-0.9, -0.6, 0.8], [0.9, 0.2, -0.7], [-0.3, -0.6, 0.8], [-0.7, 0.7, -0.7], [0.2, -0.4, 0.2], [1.0, -1.1, 0.1], [-2.7, 3.2, 3.2], [1.1, 0.1, -2.4], [-0.1, 0.0, 0.0], [0.1, 0.0, 0.1], [0.0, 0.1, 0.0], [-0.1, -0.4, 0.0], [0.1, -0.4, -0.2], [-0.1, 0.3, -0.1], [0.0, 0.2, -0.3], [-0.1, 0.1, 0.0], [-0.1, 0.1, -0.2], [0.1, 0.1, 0.1], [0.0, 0.0, -0.2], [0.0, -0.3, 0.0], [0.0, 0.3, 0.1], [0.1, 0.2, -0.1], [-0.1, 0.3, 0.0], [0.1, -0.1, 0.1], [-0.4, 0.4, -0.2], [0.1, -0.1, 0.0], [0.7, -0.7, -0.6], [0.3, -1.9, -2.7], [-0.7, -0.8, 1.6], [-0.4, -0.3, -0.1], [0.1, 0.1, -0.1], [0.5, 0.4, -0.1], [0.1, -0.4, 0.5], [-0.2, 0.1, 0.3], [0.0, -0.2, -0.2], [0.0, 0.0, 0.0], [-0.1, 0.1, 0.3], [0.8, 0.3, 0.8], [-1.0, -2.3, 0.4], [0.4, 0.5, -0.1], [0.1, 1.1, -0.3], [-0.2, 0.1, 0.0], [0.0, 0.3, -0.1], [0.1, 0.1, -0.1], [-0.1, -0.1, 0.2], [0.9, -1.5, 0.3], [-0.1, 0.3, -0.1], [0.0, -0.1, 0.0], [0.1, -0.1, 0.0], [0.0, 0.0, 0.0], [0.4, 0.7, 1.8], [0.1, 0.4, -0.6], [0.2, -0.6, -0.2], [0.2, 0.2, 0.1], [-0.6, -0.1, 0.2], [-0.1, 0.2, 0.1], [-0.3, -0.1, 0.3], [0.9, 0.6, 0.9], [0.0, -0.1, -0.1], [-0.3, 0.1, -0.3], [0.3, 0.2, -0.4], [-0.3, 0.1, -0.4], [0.3, 0.1, 0.0], [-0.3, 1.2, -0.6], [0.5, 0.3, -0.4]]
}

---

Entry 4:
{
  "formula": "C14H35AlClO6P2SSi2",
  "method": "ωB97M-V/def2-TZVPD",
  "e_homo_ev": -17.38,
  "e_tot_ev": -91630.5627,
  "total_charge": 3,
  "species": ["C", "C", "O", "P", "O", "C", "C", "Si", "C", "C", "C", "C", "S", "O", "O", "Cl", "O", "Si", "P", "C", "C", "C", "C", "O", "C", "C", "H", "H", "H", "H", "H", "H", "H", "H", "H", "H", "H", "H", "H", "H", "H", "H", "H", "H", "H", "H", "H", "H", "H", "H", "H", "H", "H", "H", "H", "H", "H", "H", "H", "H", "H", "Al"],
  "xyz": [[4.02051, 0.99875, -1.00651], [3.54078, 0.69833, -2.41820], [2.14496, 0.23365, -2.47373], [0.96332, 1.25524, -2.52906], [0.90399, 2.21237, -3.63891], [-0.41566, 0.06144, -2.65972], [-1.51431, 0.19516, -1.58186], [-1.68397, -1.26439, -0.44580], [-0.28491, -1.85846, 0.58686], [1.08698, -1.32654, 0.10466], [2.25561, -2.03519, 0.81108], [2.64594, -1.34872, 2.10723], [4.15918, -1.87911, 2.91947], [4.80080, -0.68266, 3.35147], [3.79402, -2.98462, 3.74198], [5.19869, -2.60069, 1.35183], [-2.58345, -2.61714, -1.18844], [-1.85340, -3.82818, -2.34140], [-3.45028, -0.67366, 0.98809], [-4.63818, 0.48405, 0.26591], [-4.55809, 1.90563, 0.84079], [-2.95288, -0.21535, 2.63871], [-1.84788, 0.87852, 2.56714], [0.77923, 1.86816, -1.08831], [0.97068, 3.33986, -0.88394], [0.91902, 3.62548, 0.60062], [3.20374, 0.85602, -0.29377], [4.81769, 0.32036, -0.71884], [4.36659, 2.02243, -0.90084], [4.10144, -0.11958, -2.85984], [3.64218, 1.54381, -3.09457], [-0.85209, 0.27854, -3.63457], [0.04214, -0.92545, -2.73698], [-1.38760, 1.08426, -0.95647], [-2.48072, 0.31522, -2.08611], [-0.24890, -2.95203, 0.66609], [-0.45917, -1.51417, 1.61402], [1.20627, -1.47704, -0.96649], [1.14420, -0.26054, 0.31711], [3.09753, -1.99890, 0.12198], [2.04302, -3.09270, 0.97473], [1.93124, -1.51641, 2.91510], [2.77947, -0.27589, 1.96870], [-2.67589, -5.01707, -2.07727], [-2.02923, -3.21886, -3.65512], [-0.46232, -3.93047, -1.88878], [-4.47173, 0.47707, -0.81421], [-5.64404, 0.07977, 0.42513], [-3.57228, 2.34684, 0.72129], [-5.25385, 2.50490, 0.25332], [-4.86281, 1.95963, 1.88164], [-3.84804, 0.08462, 3.18792], [-2.57709, -1.10848, 3.14471], [-1.64415, 1.26341, 1.56889], [-0.92059, 0.46240, 2.95280], [-2.16086, 1.71359, 3.19033], [1.93199, 3.60669, -1.31495], [0.18095, 3.83036, -1.44181], [-0.09065, 3.86753, 0.93197], [1.26737, 2.75588, 1.15930], [1.57055, 4.45678, 0.85277], [-4.08508, -2.86445, -0.02719]],
  "forces_ev_per_a": [[-0.4, -0.1, 0.2], [0.3, -0.1, -0.4], [0.5, -0.1, 0.4], [-0.5, 0.3, -1.1], [0.2, -0.1, 0.5], [0.0, -0.2, 0.0], [-0.8, -0.3, -0.2], [0.8, 0.1, -0.6], [0.0, -0.3, 0.5], [0.0, -0.3, 0.2], [0.0, 0.1, -0.1], [-0.2, 0.2, 0.1], [-0.6, 0.2, -0.3], [0.1, -0.5, 0.3], [0.4, 0.2, 0.1], [0.5, -0.2, 0.0], [-0.9, 0.0, 1.3], [0.2, -0.3, -0.4], [0.0, 0.6, -0.4], [-0.3, -0.1, 0.0], [0.1, 0.1, -0.2], [-0.3, -0.9, 0.7], [0.0, 0.0, 0.0], [0.0, 0.7, 0.7], [0.1, -0.4, 0.0], [-0.1, -0.3, 0.0], [0.0, 0.0, 0.0], [0.2, 0.0, 0.0], [0.1, 0.0, 0.0], [0.0, 0.0, 0.0], [-0.1, 0.1, 0.0], [-0.1, -0.1, 0.0], [-0.1, -0.1, 0.0], [0.2, 0.0, 0.1], [0.0, 0.1, 0.1], [-0.2, 0.0, -0.1], [0.0, 0.0, 0.0], [-0.1, 0.1, 0.0], [0.0, 0.2, -0.3], [0.0, 0.0, 0.0], [0.0, -0.1, 0.0], [-0.2, 0.1, 0.0], [0.0, 0.0, -0.1], [-0.1, 0.1, 0.1], [-0.1, 0.1, 0.0], [-0.1, 0.1, 0.1], [0.0, 0.0, -0.1], [0.0, 0.0, 0.1], [0.1, 0.0, 0.0], [0.0, 0.0, 0.1], [0.0, 0.0, 0.1], [0.0, 0.2, 0.0], [0.0, 0.0, 0.0], [0.0, 0.1, -0.1], [0.0, 0.0, 0.0], [0.0, 0.1, 0.0], [0.0, 0.0, 0.0], [0.0, 0.1, -0.1], [0.0, 0.0, 0.0], [0.1, 0.0, 0.0], [0.0, 0.1, 0.0], [1.1, 0.2, -0.7]]
}